The following is a DFT calculation (ωB97M-V/def2-TZVPD) of a molecular structure, C32H40F2Ge2N3Ru.

Atoms and positions in Å:
Ru: -0.49165 1.65552 -0.70985
C: -3.56267 1.41667 -0.00341
N: -2.55407 2.38626 -0.45929
C: -2.97566 2.90865 -1.78382
C: -2.44015 3.51415 0.48758
C: -3.54434 4.08531 1.09342
C: -3.38758 5.10766 2.02078
C: -2.11168 5.53487 2.35190
C: -0.99963 4.98683 1.73039
C: -1.14694 3.99921 0.75628
N: -0.10851 3.36000 0.06599
C: 1.16507 3.88704 -0.15143
C: 1.53742 5.22771 -0.01010
C: 2.82564 5.63853 -0.31561
C: 3.77272 4.73719 -0.77073
C: 3.39922 3.41454 -0.96029
C: 2.10922 3.00461 -0.67972
N: 1.67178 1.62548 -0.93805
C: 2.37700 0.73020 -0.00649
C: 1.97994 1.22522 -2.32576
H: -4.55129 1.86956 0.08502
H: -3.26488 1.00195 0.95744
H: -3.64080 0.62083 -0.74458
H: -3.97095 3.36052 -1.71844
H: -2.99297 2.08989 -2.50156
H: -2.26241 3.65826 -2.11525
H: -4.54178 3.73796 0.86103
H: -4.25617 5.54591 2.49309
H: -1.97372 6.29786 3.10722
H: -0.01301 5.30409 2.03266
H: 0.81162 5.96339 0.30040
H: 3.08480 6.68313 -0.19952
H: 4.77954 5.05845 -0.99993
H: 4.12292 2.70760 -1.34786
H: 3.46244 0.82460 -0.11370
H: 2.09195 -0.29793 -0.21444
H: 2.09476 0.98204 1.01059
H: 3.05769 1.19577 -2.51186
H: 1.51476 1.92678 -3.01317
H: 1.56247 0.23494 -2.49451
F: -0.16919 -3.10661 -1.23149
C: -0.98577 -0.34672 -0.48622
F: -0.77264 -0.26441 -1.92240
H: -2.05893 -0.50667 -0.36934
C: 2.40671 -3.09135 -2.71083
Ge: 0.81394 -4.14940 -2.48906
C: 0.92999 -5.85638 -1.59631
C: -0.45799 -4.08173 -3.92961
Ge: -0.27805 -1.96456 0.32468
C: 1.42261 -2.09586 1.21733
C: 2.34770 -3.12038 1.05326
C: 3.47339 -3.18768 1.86315
C: 3.67272 -2.24095 2.85751
C: 2.74795 -1.21969 3.03879
C: 1.63184 -1.14620 2.21984
C: -1.64077 -2.92593 1.29684
C: -2.48604 -3.83740 0.66363
C: -3.48706 -4.47735 1.38050
C: -3.66424 -4.19840 2.72903
C: -2.83430 -3.28618 3.36493
C: -1.82238 -2.65803 2.65366
H: 3.10565 -3.60480 -3.37281
H: 2.90219 -2.92314 -1.75253
H: 2.14472 -2.13793 -3.16598
H: 0.56613 -6.63402 -2.26781
H: 0.29818 -5.85140 -0.70674
H: 1.95215 -6.09327 -1.30527
H: -0.10677 -4.76889 -4.70421
H: -0.52938 -3.08370 -4.35660
H: -1.44155 -4.41659 -3.60452
H: 2.20035 -3.88013 0.29781
H: 4.19136 -3.98529 1.72179
H: 4.54837 -2.29798 3.49116
H: 2.89975 -0.47855 3.81257
H: 0.93714 -0.32099 2.35197
H: -2.36910 -4.05120 -0.39234
H: -4.13330 -5.19001 0.88454
H: -4.44891 -4.69462 3.28501
H: -2.96844 -3.06987 4.41684
H: -1.16813 -1.96700 3.17484

Computed properties:
- LUMO (alpha / beta): -2.450 / -2.451 eV
- Total charge: +1
- Kohn-Sham gap (alpha / beta): 6.63 / 6.63 eV